C47H60Cl3NOP | ωB97M-V/def2-TZVPD

Each line ends with the Mulliken charge.
Positions of all 113 atoms, in Å:
1 C 1.775 -5.156 -4.598  -1.01
2 C 0.481 -4.971 -3.626  -0.45
3 C 1.066 -4.445 -2.195  -0.41
4 C 0.070 -3.385 -1.518  0.37
5 C -1.058 -4.269 -0.742  -1.52
6 C 0.787 -2.311 -0.552  0.09
7 Cl 2.095 -3.365 0.273  -0.13
8 N -0.046 -1.974 0.668  0.22
9 C -0.254 -0.703 1.040  -0.59
10 C 0.476 0.138 -0.100  -0.37
11 C 1.174 1.533 0.248  -0.61
12 C 0.112 2.671 0.697  0.31
13 O -0.995 2.837 0.171  -0.46
14 Cl 0.687 3.778 2.061  -0.16
15 C 1.225 -0.886 -1.135  1.49
16 C 0.545 -0.396 -2.535  -2.06
17 C 1.149 -1.107 -3.833  0.34
18 C 0.099 -0.819 -5.044  -0.57
19 Cl 0.655 0.595 -6.068  -0.19
20 P 3.106 -0.444 -1.204  -0.07
21 C 3.832 -0.475 0.580  -0.85
22 C 4.050 -1.729 -2.252  0.59
23 C 5.075 -2.654 -1.438  -1.21
24 H 2.612 -5.756 -4.079  0.29
25 H 2.247 -4.121 -4.807  0.17
26 H 1.506 -5.585 -5.616  0.36
27 H -0.163 -4.178 -4.133  0.25
28 H -0.010 -5.993 -3.554  0.41
29 H 2.108 -4.054 -2.424  -0.23
30 H 1.066 -5.379 -1.521  0.58
31 H -0.509 -2.892 -2.386  0.06
32 H -1.540 -5.008 -1.466  0.40
33 H -0.597 -4.833 0.153  0.16
34 H -1.864 -3.532 -0.412  0.38
35 H -0.487 -2.623 1.344  0.23
36 H -0.837 -0.387 1.960  0.45
37 H -0.439 0.495 -0.722  0.39
38 H 1.810 1.351 1.192  0.36
39 H 1.770 1.992 -0.605  0.46
40 H -0.578 -0.671 -2.510  0.52
41 H 0.608 0.740 -2.625  0.39
42 H 2.193 -0.713 -4.113  0.56
43 H 1.235 -2.240 -3.771  -0.62
44 H -0.962 -0.641 -4.633  0.33
45 H 0.005 -1.751 -5.709  0.36
46 H 3.153 -1.002 1.326  0.29
47 H 3.843 0.637 0.892  0.16
48 H 4.918 -0.808 0.605  0.45
49 H 4.683 -1.105 -2.988  0.52
50 H 3.385 -2.389 -2.895  -0.46
51 H 4.781 -2.889 -0.367  0.27
52 H 5.179 -3.668 -1.975  0.31
53 H 6.108 -2.164 -1.476  0.35
54 C -2.999 6.626 0.301  -0.60
55 C -2.538 5.448 -0.280  -0.13
56 C -2.591 5.286 -1.661  -0.37
57 C -3.096 6.305 -2.462  -0.40
58 C -3.553 7.484 -1.882  -0.43
59 C -3.509 7.643 -0.500  -0.34
60 H -2.961 6.751 1.378  0.39
61 H -2.139 4.655 0.344  0.45
62 H -2.238 4.365 -2.113  0.37
63 H -3.133 6.181 -3.539  0.35
64 H -3.945 8.280 -2.507  0.36
65 H -3.870 8.560 -0.048  0.38
66 C -2.918 -8.399 1.319  -0.40
67 C -2.088 -7.317 1.594  -0.54
68 C -2.632 -6.121 2.054  -0.16
69 C -4.005 -6.011 2.247  -0.54
70 C -4.835 -7.094 1.975  -0.35
71 C -4.292 -8.286 1.507  -0.49
72 H -2.494 -9.329 0.957  0.39
73 H -1.016 -7.405 1.450  0.40
74 H -1.985 -5.275 2.262  0.45
75 H -4.429 -5.080 2.610  0.40
76 H -5.905 -7.008 2.128  0.45
77 H -4.940 -9.129 1.290  0.40
78 C -8.957 -5.080 -0.845  -0.35
79 C -7.606 -5.406 -0.780  -0.56
80 C -6.779 -4.767 0.138  -0.15
81 C -7.306 -3.808 0.999  -0.37
82 C -8.657 -3.485 0.936  -0.40
83 C -9.483 -4.118 0.012  -0.41
84 H -9.601 -5.576 -1.563  0.36
85 H -7.197 -6.158 -1.447  0.36
86 H -5.725 -5.016 0.184  0.46
87 H -6.662 -3.313 1.718  0.32
88 H -9.068 -2.739 1.608  0.36
89 H -10.535 -3.862 -0.040  0.36
90 C 3.084 8.711 4.277  -0.43
91 C 2.660 7.387 4.303  -0.62
92 C 1.723 6.938 3.378  -0.11
93 C 1.218 7.811 2.420  -0.23
94 C 1.645 9.134 2.391  -0.45
95 C 2.575 9.586 3.323  -0.43
96 H 3.812 9.062 5.001  0.38
97 H 3.059 6.704 5.046  0.56
98 H 1.388 5.906 3.403  0.19
99 H 0.491 7.459 1.695  0.43
100 H 1.252 9.815 1.643  0.38
101 H 2.904 10.619 3.304  0.37
102 C 5.735 4.335 2.313  -0.57
103 C 7.092 4.036 2.378  -0.39
104 C 7.904 4.685 3.303  -0.40
105 C 7.357 5.627 4.169  -0.50
106 C 5.999 5.923 4.106  -0.12
107 C 5.188 5.281 3.176  0.19
108 H 5.102 3.831 1.590  0.43
109 H 7.517 3.297 1.708  0.35
110 H 8.963 4.457 3.349  0.36
111 H 7.989 6.129 4.893  0.36
112 H 5.572 6.656 4.783  0.24
113 H 4.131 5.516 3.123  0.05

Computed properties:
HOMO in eV: -10.74
2S+1: 1
Total charge: +1
Orbital gap in eV: 6.09

---

C47H60NO7SeV | ωB97M-V/def2-TZVPD

Each line ends with the Mulliken charge.
Positions of all 117 atoms, in Å:
1 V -0.387 1.056 -0.117  -0.70
2 C 5.786 -1.580 -3.492  -2.04
3 C 4.469 -2.006 -4.140  1.93
4 C 4.435 -1.470 -5.578  -1.59
5 C 4.407 -3.540 -4.156  -1.55
6 C 3.258 -1.471 -3.378  -0.02
7 C 3.387 -0.688 -2.232  -0.62
8 C 2.239 -0.260 -1.594  -0.21
9 Se 2.205 0.829 -0.031  0.48
10 C 1.976 -0.573 1.255  0.60
11 C 3.042 -1.351 1.642  -0.69
12 C 2.821 -2.393 2.544  -0.35
13 C 1.528 -2.574 3.023  -0.27
14 C 0.424 -1.787 2.682  -0.11
15 C 0.691 -0.782 1.755  -0.40
16 O -0.287 0.069 1.309  0.12
17 C -0.934 -2.118 3.305  2.14
18 C -1.379 -3.492 2.778  -1.65
19 C -0.786 -2.170 4.836  -1.79
20 C -2.041 -1.105 2.993  -1.76
21 C 3.938 -3.326 3.008  1.84
22 C 3.607 -4.751 2.543  -1.55
23 C 5.295 -2.923 2.431  -2.09
24 C 4.031 -3.287 4.540  -1.59
25 C 0.992 -0.589 -2.084  -0.52
26 O -0.055 -0.050 -1.363  0.33
27 C 0.790 -1.343 -3.235  -0.62
28 C 1.972 -1.767 -3.841  -0.30
29 C -0.601 -1.652 -3.776  2.17
30 C -1.398 -2.432 -2.721  -1.17
31 C -1.313 -0.335 -4.124  -1.34
32 C -0.532 -2.508 -5.043  -2.34
33 H 6.618 -1.986 -4.067  0.43
34 H 5.903 -0.494 -3.476  0.39
35 H 5.880 -1.961 -2.472  0.34
36 H 5.305 -1.834 -6.126  0.48
37 H 3.545 -1.800 -6.116  0.32
38 H 4.456 -0.379 -5.592  0.35
39 H 5.264 -3.937 -4.702  0.47
40 H 4.434 -3.945 -3.142  0.35
41 H 3.505 -3.908 -4.646  0.32
42 H 4.361 -0.419 -1.848  0.68
43 H 4.032 -1.156 1.253  0.64
44 H 1.361 -3.386 3.716  0.49
45 H -0.664 -4.274 3.036  0.36
46 H -2.342 -3.761 3.214  0.46
47 H -1.488 -3.478 1.692  0.27
48 H -0.092 -2.941 5.165  0.35
49 H -0.442 -1.212 5.228  0.41
50 H -1.755 -2.394 5.285  0.47
51 H -2.291 -1.080 1.931  0.04
52 H -2.939 -1.403 3.535  0.69
53 H -1.771 -0.100 3.326  0.17
54 H 3.535 -4.802 1.455  0.34
55 H 4.392 -5.437 2.865  0.47
56 H 2.665 -5.106 2.963  0.33
57 H 5.312 -2.992 1.340  0.37
58 H 5.581 -1.911 2.726  0.39
59 H 6.061 -3.601 2.807  0.45
60 H 3.110 -3.623 5.017  0.33
61 H 4.832 -3.946 4.875  0.47
62 H 4.250 -2.278 4.894  0.36
63 H 1.891 -2.357 -4.740  0.64
64 H -1.572 -1.845 -1.817  -0.05
65 H -2.370 -2.707 -3.132  0.44
66 H -0.880 -3.351 -2.443  0.28
67 H -1.445 0.311 -3.253  0.11
68 H -0.756 0.215 -4.884  0.33
69 H -2.304 -0.553 -4.524  0.44
70 H -0.048 -3.470 -4.862  0.44
71 H -1.546 -2.711 -5.386  0.45
72 H -0.011 -1.998 -5.854  0.43
73 O -2.348 1.276 0.540  1.43
74 C -3.176 2.267 -0.174  3.17
75 C -2.076 3.108 -0.857  -0.37
76 O -1.976 4.300 -0.976  -0.62
77 O -1.148 2.264 -1.293  -0.65
78 C -3.959 1.557 -1.263  -0.54
79 C -3.979 0.176 -1.390  0.24
80 C -4.735 -0.409 -2.398  -0.95
81 C -5.451 0.379 -3.284  -0.64
82 C -5.423 1.762 -3.159  -0.87
83 C -4.685 2.351 -2.147  -0.60
84 C -4.074 2.930 0.845  -0.36
85 C -4.081 4.298 1.095  -0.64
86 C -4.924 4.818 2.070  -0.69
87 C -5.749 3.980 2.803  -0.62
88 C -5.756 2.615 2.544  -0.85
89 C -4.932 2.094 1.562  -0.24
90 H -2.421 1.427 1.497  0.12
91 H -3.437 -0.453 -0.696  0.32
92 H -4.765 -1.487 -2.484  0.49
93 H -6.039 -0.081 -4.067  0.46
94 H -5.987 2.382 -3.843  0.47
95 H -4.682 3.431 -2.039  0.46
96 H -3.474 4.962 0.496  0.80
97 H -4.946 5.886 2.245  0.48
98 H -6.402 4.390 3.562  0.44
99 H -6.418 1.961 3.094  0.46
100 H -4.969 1.034 1.332  0.41
101 O 1.823 2.525 2.078  -0.62
102 C 0.908 3.167 1.630  0.06
103 O -0.081 2.709 0.915  0.40
104 C 0.780 4.657 1.951  0.06
105 N 0.104 5.411 0.835  0.07
106 C -0.619 6.560 1.483  -0.77
107 C -1.191 5.908 2.728  0.13
108 C -0.091 4.942 3.200  -0.92
109 H 1.778 5.070 2.068  0.65
110 H -0.573 4.799 0.362  -0.22
111 H 0.764 5.721 0.123  0.41
112 H -1.346 6.963 0.783  0.43
113 H 0.128 7.318 1.715  0.39
114 H -2.097 5.357 2.472  -0.31
115 H -1.453 6.646 3.482  0.52
116 H -0.512 4.024 3.605  0.37
117 H 0.533 5.384 3.973  0.38

Computed properties:
HOMO (alpha / beta) in eV: -13.49 / -13.49
Relative energy (zero: lowest compared OMol25 entry of this formula, charge and spin) in kJ/mol: 0.00
2S+1: 1
Total charge: +2
Orbital gap (alpha / beta) in eV: 6.06 / 6.06

---

Record-wise max |F| values, in eV Å⁻¹: 4.81; 0.51